# 1
The following is a DFT calculation (wB97M-V/def2-TZVPD) of a 2-piece molecular cluster, C3H7O3S overall.

Element x y z (Å)
O (-2.394469, 1.149042, -1.160351)
C (-1.914964, 0.060705, -0.679288)
O (-2.509614, -0.940913, -0.341793)
C (-0.365721, -0.040330, -0.494115)
C (-0.195345, 0.102114, 1.050406)
S (1.611742, 0.147794, 1.733188)
H (0.159435, 0.708094, -1.027981)
H (-0.012107, -0.904824, -0.740052)
H (-0.619562, -0.855795, 1.336019)
H (-0.694346, 1.013479, 1.488345)
H (2.039189, -0.970147, 1.123687)
H (1.987350, 0.023243, -1.905290)
H (2.650575, -1.100168, -1.098938)
O (2.848803, -0.334821, -1.768956)

Atoms 1-2, force components in eV/Å:
1.1 -1.3 0.8
0.2 2.8 -1.9

As for the LUMO energy: 3.1 eV. Its energy above the lowest of the compared OMol25 structures with the same formula, charge and spin is 0.917 eV. Its total charge is -1. For the orbital gap, the calculation gives 7.408 eV.

These are the natural (NBO) partial charges, in e, on atoms 1 to 6: -0.800 0.761 -0.758 -0.514 -0.440 -0.143

---

# 2
The following is a DFT calculation (wB97M-V/def2-TZVPD) of one molecule with the formula C5H11NO.

Element x y z (Å)
H (-0.016362, 0.653552, 2.376735)
N (0.034002, 0.220311, 1.464391)
C (-0.645747, 0.878776, 0.617883)
C (-1.420401, 2.151546, 0.962925)
O (-0.682540, 0.453634, -0.660441)
C (0.169341, -0.712878, -1.027179)
C (1.670079, -0.380814, -1.121480)
C (-0.026543, -1.990309, -0.219574)
H (-1.315681, 2.946951, 0.219827)
H (-1.025262, 2.531693, 1.913118)
H (-2.492962, 1.979749, 1.116141)
H (-0.224541, -0.904644, -2.028500)
H (2.142112, -0.837260, -2.004695)
H (1.790663, 0.697772, -1.203179)
H (2.227706, -0.730423, -0.244693)
H (0.333286, -2.783871, -0.884952)
H (-1.077619, -2.166519, 0.022581)
H (0.560471, -2.007266, 0.701090)

Atoms 1-2, force components in eV/Å:
0.0 0.1 0.1
0.1 0.3 0.1

As for the LUMO energy: 1.0 eV. Its energy above the lowest of the compared OMol25 structures with the same formula, charge and spin is 1.031 eV. Its SMILES is [H]/N=C(\C)OC(C)C. For the orbital gap, the calculation gives 10.820 eV.

These are the natural (NBO) partial charges, in e, on atoms 1 to 6: 0.342 -0.743 0.584 -0.689 -0.512 0.105

---

# 3
The following is a DFT calculation (wB97M-V/def2-TZVPD) of a 2-piece molecular cluster, C9H11N3OS overall.

Element x y z (Å)
C (0.357787, 2.817968, 3.397001)
C (-0.748278, 2.518585, 2.564416)
C (1.442831, 2.012544, 3.433907)
C (-0.641237, 1.556707, 1.572307)
C (1.660512, 1.069338, 2.444367)
C (0.600336, 0.943570, 1.500813)
C (0.002342, 0.512880, -1.717046)
C (0.365569, -3.411567, -1.751492)
C (0.131964, -0.787524, -1.067501)
N (2.519849, 0.029750, 2.150061)
N (2.093555, -0.643727, 1.165983)
N (0.991555, -0.125212, 0.714797)
O (1.717660, -1.518655, -2.934620)
S (1.505481, -1.953229, -1.592449)
H (0.218098, 3.414883, 4.228961)
H (-1.617555, 3.004747, 2.785293)
H (2.394510, 2.296138, 4.013176)
H (-1.373028, 1.389584, 0.811068)
H (-0.091060, 0.214447, -2.861993)
H (-0.717617, 1.141695, -1.313474)
H (0.798092, 1.241351, -1.752792)
H (-0.678502, -3.147745, -1.497909)
H (0.808518, -3.898125, -0.812514)
H (0.383099, -3.966833, -2.619337)
H (-0.744154, -1.170812, -0.663797)

Atoms 1-2, force components in eV/Å:
-1.3 -1.9 -0.5
2.2 -1.2 -0.6

As for the LUMO energy: -0.5 eV. Its energy above the lowest of the compared OMol25 structures with the same formula, charge and spin is 5.180 eV. For the orbital gap, the calculation gives 8.139 eV.

These are the natural (NBO) partial charges, in e, on atoms 1 to 6: -0.241 -0.190 -0.179 -0.245 0.036 0.065

---

# 4
The following is a DFT calculation (wB97M-V/def2-TZVPD) of a 2-piece molecular cluster, C3H10N2O overall.

Element x y z (Å)
C (-0.835672, -1.772409, -1.142008)
N (-0.479768, -0.559059, -0.403190)
C (-1.120740, -0.549085, 0.902350)
O (-0.942911, 0.676565, 1.557854)
H (-0.464323, -2.641265, -0.600142)
H (-0.376181, -1.737482, -2.120612)
H (-1.917038, -1.887535, -1.262492)
H (-0.858670, 0.240460, -0.908238)
H (-2.206327, -0.681502, 0.818736)
H (-0.710343, -1.380095, 1.485960)
H (-0.033516, 1.001702, 1.453377)
C (2.075530, 1.498389, -0.102891)
N (1.574202, 2.267847, 0.764576)
H (1.959778, 0.424740, 0.020676)
H (2.603868, 1.854328, -0.989616)
H (1.732106, 3.244395, 0.525667)

Atoms 1-2, force components in eV/Å:
0.1 0.3 0.3
-0.3 0.0 -0.1

As for the LUMO energy: 1.0 eV. Its energy above the lowest of the compared OMol25 structures with the same formula, charge and spin is 1.867 eV. Its SMILES is CNCO.C=N. For the orbital gap, the calculation gives 10.219 eV.

These are the natural (NBO) partial charges, in e, on atoms 1 to 6: -0.419 -0.644 0.108 -0.735 0.193 0.202

---

# 5
The following is a DFT calculation (wB97M-V/def2-TZVPD) of C20H25CeN2O as an isolated structure.

Element x y z (Å)
C (1.272170, 2.728776, -1.399935)
C (2.052504, 2.224833, -2.620141)
C (0.368747, 3.883035, -1.888460)
C (2.283665, 3.404887, -0.454127)
H (1.043000, 4.701700, -2.204984)
H (-0.268652, 4.311269, -1.122460)
H (-0.251341, 3.676093, -2.758030)
H (2.681199, 3.060974, -2.970360)
H (1.439516, 1.968832, -3.488114)
H (2.744670, 1.400230, -2.413149)
H (2.841428, 4.138516, -1.060615)
H (3.039517, 2.744465, -0.020387)
H (1.833032, 3.998116, 0.345261)
C (-1.429918, -1.152324, -1.338992)
C (-1.859137, 0.201059, -1.421626)
C (-1.000860, 0.883430, -2.343846)
H (-2.680846, 0.647676, -0.862988)
C (-0.033698, -0.074275, -2.830692)
C (-0.306887, -1.324198, -2.199852)
H (0.208414, -2.256758, -2.412770)
H (-1.913144, -1.934938, -0.757571)
H (-1.057116, 1.936341, -2.591482)
H (0.738882, 0.088908, -3.576202)
C (0.576948, 0.746496, 2.467353)
C (-0.758669, 0.379022, 2.128742)
C (-1.333950, 1.421662, 1.350358)
H (-1.267817, -0.524294, 2.448176)
C (-0.349710, 2.449857, 1.191051)
C (0.841052, 2.025504, 1.894879)
H (1.757719, 2.588650, 2.029289)
H (1.253134, 0.204547, 3.120067)
H (-2.335941, 1.415266, 0.927671)
H (-0.469408, 3.363995, 0.623870)
Ce (0.547942, 0.659273, -0.354316)
N (0.084468, -4.944831, 5.202587)
C (0.269170, -3.744490, 4.589137)
O (0.441504, -2.704545, 5.243573)
C (0.218073, -3.728345, 3.090537)
C (-0.134677, -4.828056, 2.293311)
C (-0.208334, -4.657264, 0.907688)
C (0.055438, -3.396979, 0.358455)
N (0.288229, -2.315528, 1.108193)
C (0.391984, -2.489300, 2.435949)
H (0.202887, -4.966837, 6.206985)
H (-0.012995, -5.825980, 4.729383)
H (-0.339997, -5.798436, 2.746238)
H (-0.461824, -5.471700, 0.234635)
H (0.069363, -3.267319, -0.717409)
H (0.631210, -1.604088, 3.017978)

Atoms 1-2, force components in eV/Å:
-0.3 0.8 -0.3
0.1 0.3 -0.2

As for the LUMO energy (alpha / beta): -4.3 / -4.3 eV. Its total charge is +1. For the orbital gap (alpha / beta), the calculation gives 7.343 / 7.375 eV.

These are the Löwdin partial charges, in e, on atoms 1 to 6: -0.587 -0.106 -0.084 -0.109 0.100 0.072

---

# 6
The following is a DFT calculation (wB97M-V/def2-TZVPD) of a 2-piece molecular cluster, C7H11B overall.

Element x y z (Å)
C (-0.934151, -2.533115, 0.768725)
C (-0.636939, -1.898091, 1.965860)
C (0.307042, -0.828201, 2.286881)
C (1.186531, -0.251802, 1.379307)
C (1.005672, -0.176022, -0.158312)
C (0.618442, -1.469663, -0.917406)
C (-0.403767, -2.349694, -0.582583)
H (-1.759730, -3.261142, 0.834394)
H (-1.266956, -2.212230, 2.814476)
H (0.201597, -0.432362, 3.348222)
H (2.087591, 0.370066, 1.651001)
H (1.837712, 0.396585, -0.664244)
H (0.186943, 0.447972, -0.291632)
H (1.212012, -1.496895, -1.876371)
H (-0.969827, -2.936088, -1.376601)
B (-0.736817, 4.891913, -2.389070)
H (-0.435429, 5.111195, -1.217942)
H (0.206659, 4.444641, -3.126273)
H (-1.706585, 4.182931, -2.448433)

Atoms 1-2, force components in eV/Å:
-0.4 1.0 1.1
-1.0 -0.2 -1.2

As for the LUMO energy: -0.7 eV. Its energy above the lowest of the compared OMol25 structures with the same formula, charge and spin is 2.807 eV. Its SMILES is C1=CC=CCC=C1.B. For the orbital gap, the calculation gives 7.060 eV.

These are the natural (NBO) partial charges, in e, on atoms 1 to 6: -0.220 -0.220 -0.263 -0.125 -0.490 -0.125

---

# 7
The following is a DFT calculation (wB97M-V/def2-TZVPD) of C21H10Br3Cl2N3O3V as an isolated structure.

Element x y z (Å)
V (-0.227535, 0.968005, 0.466319)
Br (-5.132241, 2.030844, 0.162637)
C (-4.065214, 0.823308, -0.835830)
C (-4.706580, -0.147651, -1.614435)
C (-3.983481, -1.059952, -2.333203)
Br (-4.922479, -2.386007, -3.332399)
C (-2.572017, -1.046499, -2.332160)
C (-1.718665, -1.935445, -3.014744)
C (-0.362428, -1.754752, -2.914535)
C (0.156197, -0.734466, -2.111956)
N (-0.608761, 0.077573, -1.403488)
C (-1.951424, -0.050948, -1.549037)
C (-2.681256, 0.881624, -0.733056)
O (-1.976341, 1.647359, 0.020257)
H (-5.786747, -0.177011, -1.629146)
H (-2.134628, -2.752651, -3.587527)
H (0.318727, -2.417346, -3.431028)
H (1.225170, -0.592097, -2.015810)
Br (4.260717, 2.581613, -0.696063)
C (3.352955, 3.108306, 0.884647)
C (4.068697, 3.732420, 1.892118)
C (3.357533, 4.143159, 3.010340)
C (1.994643, 3.909745, 3.068069)
C (1.389829, 3.244120, 2.010448)
N (2.064681, 2.856290, 0.926381)
C (-0.099413, 2.901424, 2.017202)
O (-0.910472, 3.805660, 1.920685)
O (-0.327021, 1.639391, 2.183537)
H (5.131438, 3.896854, 1.794126)
H (3.867725, 4.652472, 3.818223)
H (1.394743, 4.224751, 3.910854)
Cl (-1.655691, -1.673974, 1.309901)
C (-0.189286, -2.481196, 0.855684)
C (-0.154147, -3.852821, 0.737725)
C (1.016273, -4.479841, 0.327389)
C (2.140412, -3.715883, 0.047212)
C (2.099421, -2.341848, 0.186701)
Cl (3.503119, -1.394047, -0.183986)
C (0.936328, -1.640858, 0.593194)
N (0.821720, -0.319209, 0.673327)
H (-1.043721, -4.428293, 0.960770)
H (1.050890, -5.556391, 0.222850)
H (3.058331, -4.185734, -0.282192)

Atoms 1-2, force components in eV/Å:
0.1 0.4 -1.3
0.1 -0.1 0.0

As for the LUMO energy (alpha / beta): 2.3 / 2.3 eV. As for the spin multiplicity: 3. Its total charge is -1. For the orbital gap (alpha / beta), the calculation gives 6.517 / 6.823 eV.

These are the natural (NBO) partial charges, in e, on atoms 1 to 6: 1.147 0.048 -0.206 -0.211 -0.110 0.010

---

# 8
The following is a DFT calculation (wB97M-V/def2-TZVPD) of a 6-piece molecular cluster, C16H25Br10NO2 overall.

Element x y z (Å)
O (-1.306969, -2.718706, 1.403191)
N (-1.917789, -2.843116, 0.325061)
O (-1.367399, -2.671076, -0.801169)
C (-3.326859, -3.345916, 0.378041)
C (-3.774169, -3.863216, 1.584671)
C (-5.027429, -4.466636, 1.704941)
C (-5.943659, -4.427046, 0.559051)
C (-5.450329, -3.809286, -0.631289)
C (-4.147619, -3.317776, -0.737969)
H (-3.050799, -4.053796, 2.363651)
H (-5.370639, -4.921846, 2.622221)
H (-6.992199, -4.682386, 0.601231)
H (-6.081009, -3.846906, -1.507209)
H (-3.857139, -2.878136, -1.680689)
Br (-1.864909, 0.857544, -1.422899)
C (-0.061059, 0.318724, -0.738229)
C (0.761771, -0.096386, -1.962669)
Br (2.477691, -0.730676, -1.199169)
H (-0.185309, -0.542176, -0.081329)
H (0.466791, 1.071274, -0.152449)
H (0.996971, 0.681144, -2.689459)
H (0.314871, -0.910966, -2.532609)
Br (3.924141, 6.170194, -6.299659)
C (2.656231, 5.173864, -5.023249)
C (2.827581, 3.750484, -5.563729)
Br (1.640721, 2.508954, -4.577629)
H (1.671761, 5.634034, -5.107849)
H (3.006221, 5.302814, -3.999049)
H (3.837871, 3.382624, -5.384549)
H (2.581311, 3.614584, -6.616809)
Br (2.924571, -0.773676, 2.583141)
C (1.790931, -2.368896, 2.812531)
C (1.905801, -3.269166, 1.587731)
Br (3.702321, -3.999816, 1.381721)
H (0.772431, -1.984966, 2.870291)
H (2.092711, -2.870606, 3.731941)
H (1.727031, -2.613726, 0.735351)
H (1.357501, -4.211096, 1.602721)
Br (-0.556269, 0.563364, 4.301691)
C (-2.042979, 1.785814, 3.738501)
C (-1.864619, 2.248904, 2.292981)
Br (-0.186349, 3.061704, 1.608511)
H (-2.103829, 2.664484, 4.380651)
H (-2.979329, 1.271434, 3.954721)
H (-2.755249, 2.797924, 1.987291)
H (-2.004969, 1.363634, 1.672731)
Br (3.834191, 2.611644, -1.591369)
C (3.882511, 3.374534, 0.237261)
C (3.734721, 2.180834, 1.217911)
Br (4.450421, 2.746374, 2.966981)
H (3.045891, 4.055514, 0.393531)
H (4.819211, 3.927504, 0.307351)
H (4.285311, 1.277104, 0.956701)
H (2.729381, 1.820984, 1.436741)

Atoms 1-2, force components in eV/Å:
-1.2 0.0 -1.9
2.0 -0.2 -0.9

As for the LUMO energy: -1.2 eV. Its energy above the lowest of the compared OMol25 structures with the same formula, charge and spin is 0.931 eV. Its SMILES is O=[N+]([O-])c1ccccc1.BrCCBr.BrCCBr.BrCCBr.BrCCBr.BrCCBr. For the orbital gap, the calculation gives 8.370 eV.

These are the natural (NBO) partial charges, in e, on atoms 1 to 6: -0.382 0.514 -0.376 0.037 -0.203 -0.198

---

Computed max |F|, in the same sequence as the records: 6.68 0.45 5.57 0.42 1.92 4.40 2.75 3.31 eV/Å.